A cluster of 11 separate species, C55H87N14O in total, computed with wB97M-V/def2-TZVPD.

XYZ file:
```
157
Properties=species:S:1:pos:R:3:forces:R:3
O -6.675 1.188 1.728 -0.2 -0.2 -0.1
N -0.971 -6.103 6.989 0.2 0.0 -0.2
N 4.586 -5.891 -3.162 0.3 0.1 -0.4
N 5.094 8.181 3.880 -0.1 0.0 -0.1
N 1.689 -2.985 1.227 -0.3 -0.3 0.1
N -2.155 0.559 0.436 -0.4 -0.3 1.1
N -0.046 -0.582 0.429 -0.9 0.7 -0.1
N -11.176 5.567 -2.628 -0.2 0.0 0.2
N 3.116 1.591 2.975 0.2 0.2 -0.1
N -2.732 -0.082 2.438 -1.6 0.3 1.8
N 1.103 -8.787 2.645 -0.3 0.0 -0.2
N -1.519 -0.650 2.232 -0.3 0.8 -1.2
N -9.137 -0.942 -2.234 -0.1 0.2 0.1
N 8.648 -3.882 -5.878 0.2 -0.3 -0.3
N 3.709 10.587 -1.574 -0.3 0.0 -0.2
C -1.189 -0.213 0.979 0.7 -0.6 -0.2
C -1.048 -9.765 1.504 0.1 0.3 0.0
C -5.684 -0.854 0.898 0.0 -0.1 -0.2
C 4.112 2.139 2.794 0.1 -0.3 -0.1
C -4.371 1.425 1.178 -0.1 -0.9 0.4
C -5.562 -3.568 0.053 0.0 0.7 0.3
C 5.245 4.327 2.886 -0.1 0.3 0.0
C -5.193 -1.860 1.728 0.2 0.1 0.4
C 4.181 8.668 3.379 -0.3 0.1 0.2
C 5.590 -5.353 -3.329 0.2 -0.2 -0.2
C -5.709 0.608 1.324 0.7 0.0 0.0
C -10.324 2.179 -1.307 0.2 0.2 0.0
C 8.620 -6.262 -6.985 0.2 0.1 0.3
C 3.015 9.309 2.743 0.3 0.0 -0.2
C 0.546 10.780 -2.981 -0.2 0.2 0.1
C 6.869 -4.651 -3.543 -0.5 0.0 0.4
C 11.132 -6.199 -7.407 0.0 0.0 0.0
C 1.508 9.637 -2.640 0.1 0.4 0.0
C 3.453 10.106 1.508 0.1 0.2 0.0
C -2.461 -7.782 2.258 0.0 0.0 0.0
C 1.668 -4.042 0.774 -0.3 0.0 -0.1
C -3.114 0.618 1.387 1.2 0.4 -1.8
C 4.205 -0.122 -0.503 -0.7 -0.5 0.1
C -12.041 5.555 0.989 0.0 0.0 0.0
C -13.279 6.132 -1.161 0.4 0.1 0.0
C 4.188 5.031 2.045 -0.1 0.0 -0.1
C 0.956 -6.879 5.382 0.0 0.0 0.5
C 0.129 11.588 -1.757 0.0 0.0 0.0
C 0.161 -9.216 2.144 0.1 -0.3 0.0
C 4.439 11.218 1.841 0.0 0.1 0.0
C 2.745 10.171 -2.041 0.1 -0.2 0.0
C -10.864 0.748 -1.211 0.3 0.1 -0.2
C -9.897 -0.204 -1.785 -0.2 -0.2 0.1
C 1.641 -5.394 0.193 0.2 0.0 0.2
C 4.157 -5.368 -0.174 -0.1 0.2 -0.1
C -9.015 2.371 -0.550 0.0 0.1 0.0
C 6.723 -3.169 -3.182 -0.1 0.3 0.0
C 2.801 -0.615 -0.425 0.4 1.2 -0.4
C -6.135 -1.237 -0.367 -0.1 0.5 -0.2
C -5.136 -3.190 1.323 0.1 -0.2 0.2
C -0.127 -6.443 6.285 -0.1 -0.1 -0.2
C 2.319 -6.681 6.054 0.2 0.2 0.1
C -12.100 5.815 -1.988 -0.2 -0.1 -0.2
C 2.600 -5.225 6.408 0.0 0.0 0.0
C 2.975 -6.100 0.450 0.5 -0.1 0.0
C 5.679 -2.452 -4.029 0.0 0.0 0.0
C 8.635 -4.924 -6.366 0.0 0.1 -0.3
C -6.077 -2.560 -0.762 0.0 -0.8 -0.6
C -12.842 6.606 0.228 0.1 -0.1 0.3
C 0.327 -0.131 -0.922 1.5 0.3 -0.2
C 5.360 0.200 -0.433 0.3 -0.6 0.5
C 5.386 2.838 2.549 -0.3 0.2 0.2
C -1.989 -8.632 1.082 -0.2 0.2 0.1
C 9.969 -6.960 -6.780 0.3 0.0 -0.1
C 1.780 0.457 -0.886 -0.7 -0.6 0.4
H 0.823 -5.957 0.645 0.0 0.1 0.0
H 0.809 -7.929 5.136 -0.1 0.0 -0.1
H -0.749 -10.351 0.634 0.1 0.0 0.1
H 11.259 -5.215 -6.954 -0.1 0.0 0.0
H 3.590 -5.127 6.856 0.0 0.0 0.0
H 1.011 11.448 -3.708 0.0 -0.1 0.0
H -2.858 -9.062 0.581 0.1 -0.1 0.0
H 6.454 -3.071 -2.127 0.1 -0.1 0.0
H 3.138 -6.195 1.526 -0.2 -0.1 0.0
H 3.908 9.436 0.778 -0.1 0.0 0.0
H 0.240 -0.979 -1.617 0.1 0.3 0.1
H 0.523 -1.187 1.015 0.5 -0.1 -0.7
H -13.730 6.867 0.808 0.0 0.0 -0.1
H -11.071 2.868 -0.907 -0.1 -0.1 -0.1
H 5.924 -2.520 -5.091 0.0 0.0 0.0
H -4.835 -1.627 2.734 -0.3 -0.1 -0.2
H -1.626 -7.280 2.751 0.0 -0.1 0.0
H -0.353 10.951 -1.011 0.0 0.0 0.0
H 12.064 -6.745 -7.263 0.0 0.0 0.0
H 2.657 -1.528 -1.022 0.3 0.2 0.3
H 7.166 -4.760 -4.584 -0.2 0.0 0.2
H -11.109 5.312 0.474 0.0 0.0 0.0
H 4.282 -4.370 0.257 0.0 0.0 0.0
H 1.761 1.260 -0.132 0.2 -0.1 -0.4
H -11.776 5.923 1.981 0.0 0.0 0.0
H 4.412 4.947 0.979 0.0 0.0 0.0
H -6.534 -0.515 -1.083 0.0 -0.1 0.3
H -8.219 1.746 -0.961 0.0 0.0 0.0
H 4.698 11.774 0.939 0.0 0.0 0.0
H -0.577 12.370 -2.040 0.0 0.0 0.0
H -12.242 7.514 0.135 -0.1 0.0 -0.1
H -11.806 0.662 -1.754 0.0 -0.1 0.0
H -8.685 3.408 -0.622 0.0 0.0 0.0
H 3.192 4.616 2.218 0.0 -0.1 0.0
H -4.750 -3.918 2.040 -0.1 0.1 -0.3
H 4.012 11.919 2.562 0.0 0.0 0.0
H 5.367 10.821 2.256 0.0 0.0 0.0
H -6.443 -2.831 -1.754 0.1 0.2 0.2
H 3.099 -7.042 5.381 -0.1 -0.1 0.0
H 6.163 2.386 3.167 -0.1 -0.1 0.0
H 2.566 -4.590 5.519 0.0 0.0 0.0
H -12.617 4.635 1.111 0.0 0.0 0.0
H -3.149 -7.008 1.915 0.0 0.0 0.0
H 7.636 -5.116 -2.921 0.0 -0.1 0.0
H 5.082 -5.917 0.007 0.0 0.0 -0.1
H -0.312 0.687 -1.277 -0.3 -0.5 0.5
H 10.160 -7.086 -5.712 -0.1 0.0 0.0
H -13.859 6.909 -1.660 0.0 -0.1 -0.1
H -11.049 0.478 -0.170 0.0 -0.1 0.0
H 2.532 9.963 3.470 0.0 0.0 0.1
H 4.994 4.444 3.942 0.1 -0.1 0.0
H 2.028 0.890 -1.866 0.0 -0.2 0.3
H 2.617 -0.818 0.639 0.1 -0.2 -0.4
H 10.980 -6.065 -8.480 0.0 0.0 0.0
H 1.767 9.080 -3.541 0.1 0.0 0.1
H 7.818 -6.849 -6.532 -0.1 0.1 0.0
H 2.925 -7.111 0.043 -0.1 0.0 0.0
H 8.401 -6.155 -8.049 0.0 0.1 0.0
H -4.383 2.279 1.870 -0.2 -0.2 -0.2
H 6.207 4.818 2.729 0.0 -0.1 0.1
H -13.905 5.241 -1.082 0.0 0.0 -0.1
H 7.689 -2.678 -3.315 0.0 -0.1 0.0
H -2.979 -8.392 3.000 0.0 0.0 0.0
H 1.045 8.944 -1.936 0.1 0.0 0.0
H 1.447 -5.315 -0.878 0.0 0.1 0.0
H -10.171 2.446 -2.354 -0.1 0.0 0.0
H -9.132 2.125 0.508 0.1 0.0 0.0
H -5.499 -4.600 -0.287 -0.1 0.3 0.1
H 2.373 -7.285 6.961 -0.1 -0.1 -0.1
H -0.346 10.362 -3.454 0.1 -0.1 0.0
H 4.682 -2.872 -3.878 0.0 0.0 0.0
H 9.919 -7.959 -7.217 -0.1 0.0 0.0
H 5.631 -1.396 -3.758 0.0 0.0 0.0
H 4.029 -5.265 -1.255 0.0 0.0 0.5
H 4.144 6.090 2.299 0.1 0.0 0.0
H 5.664 2.706 1.502 -0.1 -0.1 0.0
H 0.985 12.078 -1.290 0.0 -0.1 0.0
H -4.339 1.784 0.139 0.1 0.0 0.3
H 6.398 0.164 -0.150 -0.3 0.5 -0.4
H -3.250 -0.186 3.297 0.3 -0.1 0.0
H -1.024 -1.232 2.890 -0.1 0.1 0.1
H -1.486 -7.988 0.355 0.0 -0.1 -0.1
H 0.899 -6.303 4.457 0.0 0.0 0.0
H 1.878 -4.841 7.132 0.0 0.0 0.0
H -1.546 -10.435 2.207 0.1 0.0 0.0
H 2.571 10.542 1.036 0.0 -0.1 0.0
H 2.301 8.534 2.458 0.0 0.0 0.1
```
Positions in Å, forces in eV/Å.

**Net charge**: +1
**Multiplicity**: 1
**HOMO-LUMO gap**: 9.61 eV



A cluster of 5 separate species, C56H102N7O6P in total, computed with wB97M-V/def2-TZVPD.

XYZ file:
```
172
Properties=species:S:1:pos:R:3:forces:R:3
P -3.151 -3.656 2.011 0.4 -0.3 0.2
O 2.119 -2.087 10.212 -0.2 -0.1 -0.4
O 0.956 5.883 -7.583 -0.4 -0.1 -0.1
O 4.490 -1.850 4.328 -0.3 0.0 -0.4
O -2.029 -4.492 2.482 0.1 0.0 0.0
O -2.885 0.615 -6.693 -0.4 -0.3 0.0
O 2.712 -2.413 -0.601 0.1 0.4 0.4
N -3.421 -2.849 -1.982 0.0 0.0 -0.1
N -2.883 1.512 -7.608 1.0 0.1 0.6
N 3.893 -1.988 5.453 1.1 0.3 0.2
N 0.973 7.138 -7.327 1.1 -0.4 -0.1
N -1.969 -2.158 0.285 0.3 0.2 0.2
N 1.442 -2.298 11.277 1.1 0.3 0.3
N 2.494 -2.189 1.673 -0.3 0.0 -0.1
C 1.753 -0.357 0.126 0.0 -0.1 0.2
C 5.665 -2.748 7.028 0.3 0.3 0.0
C 2.362 -1.730 0.335 0.2 -0.4 -0.5
C 3.737 -0.683 6.169 -0.7 0.3 0.3
C -0.421 3.069 -7.650 -0.1 0.0 -0.1
C -0.478 1.616 -8.114 0.2 0.1 0.3
C 4.411 -3.153 6.239 -0.5 -0.6 0.4
C 3.308 0.376 5.164 0.1 0.1 -0.2
C -5.559 -3.873 -5.429 -0.7 0.1 0.1
C -1.966 -1.477 -3.302 0.3 0.2 -0.6
C -4.814 -4.385 -0.711 0.1 0.1 -0.2
C 1.065 6.319 -5.019 0.0 -0.2 0.0
C -5.279 -4.946 -4.392 0.3 -0.1 -0.4
C 1.518 7.930 -8.475 -0.4 0.7 -0.3
C 3.040 7.475 -5.980 0.3 -0.1 -0.2
C -2.354 -2.002 -2.063 -0.2 -0.1 0.3
C 5.073 -0.309 6.806 0.3 -0.1 0.0
C -4.304 -6.510 -2.118 0.4 -0.4 0.2
C 3.039 7.800 -8.479 0.3 -0.1 0.1
C -1.526 3.367 -6.641 0.3 -0.1 0.1
C 0.811 -4.112 12.889 -0.1 0.1 -0.1
C 2.657 -0.748 7.254 0.0 -0.1 0.0
C -0.001 -1.165 13.000 0.0 -0.1 0.0
C -0.875 -0.655 -3.373 -0.4 -0.1 0.0
C 0.781 0.047 11.014 0.1 0.1 -0.2
C -0.165 -0.300 -2.214 0.3 0.3 -0.7
C -0.509 -0.766 -0.997 -0.1 -0.5 0.8
C -1.617 -1.648 -0.912 -0.1 0.0 -0.1
C -4.268 -5.828 -0.752 -0.4 0.1 -0.1
C -3.896 -5.598 -4.495 0.2 0.4 -0.1
C -6.742 -1.604 -5.090 -0.4 -0.2 0.2
C 1.119 9.410 -8.399 0.0 0.0 0.1
C 0.223 -0.386 0.257 0.3 0.2 -0.1
C -3.586 3.879 -8.046 0.0 -0.1 -0.1
C -2.128 1.993 -9.961 -0.1 0.1 0.0
C -3.281 -6.012 -3.153 -0.2 -0.2 0.1
C 1.505 7.434 -5.959 -0.4 0.6 0.6
C 3.309 -3.710 7.179 -0.1 0.1 -0.1
C -3.806 2.871 -5.790 0.0 -0.1 0.2
C -3.715 -3.365 -0.819 0.0 0.1 -0.1
C 0.928 7.381 -9.765 0.0 -0.2 -0.1
C 5.591 -1.398 7.742 -0.1 -0.1 0.0
C -1.900 -0.253 -8.997 0.0 -0.2 0.1
C 3.664 8.230 -7.155 -0.1 0.0 0.0
C 2.457 -4.522 11.083 0.1 0.0 -0.2
C 1.953 -3.469 12.060 -0.5 -0.6 0.3
C -2.953 -3.000 0.329 -0.5 -0.3 0.2
C 3.123 -3.041 12.958 0.2 0.3 0.0
C 4.789 -4.263 5.266 0.1 0.0 -0.2
C -6.877 -3.126 -5.120 0.2 -0.1 0.2
C -1.851 1.231 -8.658 -0.2 0.0 -0.8
C 1.172 -1.027 12.020 -0.7 0.2 0.3
C -2.933 2.898 -7.038 -0.6 0.6 -0.3
C 2.436 -0.623 12.774 0.3 -0.1 0.1
C 0.913 8.761 -5.417 -0.1 0.0 -0.2
C 2.932 -1.723 13.710 -0.1 -0.1 0.0
H -0.158 -3.689 12.637 0.0 0.0 0.0
H 5.877 -3.541 7.749 0.0 0.0 0.0
H -2.511 -1.751 -4.192 -0.1 0.0 0.0
H 0.741 -5.178 12.679 0.1 0.0 0.0
H 3.378 7.906 -5.036 0.0 0.0 0.0
H -3.121 1.757 -10.344 0.0 0.0 0.0
H -2.047 3.072 -9.865 0.0 0.0 0.0
H 0.688 0.353 -2.309 0.1 0.1 -0.1
H -4.413 4.412 -7.576 0.1 0.0 0.1
H 4.065 0.548 4.402 0.0 -0.1 0.0
H -2.693 -5.205 -2.721 -0.1 0.2 -0.1
H -3.925 3.896 -5.436 0.0 0.0 0.0
H -4.102 -7.561 -1.913 -0.1 -0.2 -0.1
H 5.631 -3.988 4.636 0.0 0.0 0.0
H 0.458 8.603 -4.440 0.1 0.0 0.1
H -0.019 6.195 -5.038 0.0 0.0 0.0
H -6.040 -5.717 -4.519 -0.2 0.0 0.3
H -2.897 -0.542 -9.331 0.0 0.0 0.0
H 0.525 0.959 11.553 0.0 0.0 0.0
H -7.215 -3.452 -4.135 -0.1 0.0 0.1
H -3.213 -4.893 -4.971 0.1 0.1 -0.1
H -4.009 3.358 -8.901 0.0 0.0 0.0
H 1.230 6.352 -9.946 0.0 0.0 0.1
H -3.253 -5.833 -0.353 0.1 -0.1 0.1
H 3.438 8.394 -9.304 0.0 0.0 0.0
H -4.890 -6.434 -0.095 0.1 0.0 0.2
H -1.568 4.442 -6.449 0.0 0.0 0.0
H -0.200 -0.189 13.444 0.0 0.0 0.0
H -3.925 -6.461 -5.160 -0.1 -0.1 -0.1
H 2.155 0.314 0.884 0.0 0.0 0.1
H -0.229 0.957 -7.275 -0.1 0.0 0.0
H -2.571 -6.813 -3.349 0.1 0.0 0.0
H -5.359 -4.223 0.216 0.0 0.0 0.1
H -7.693 -1.129 -5.322 0.0 0.1 -0.1
H -5.527 -4.217 -1.514 0.0 0.0 -0.1
H 3.307 6.759 -8.683 -0.1 0.0 0.0
H 2.532 0.242 7.694 0.0 0.1 -0.1
H -0.062 -1.070 1.051 -0.1 0.0 0.1
H -6.478 -1.274 -4.086 0.3 0.1 0.0
H -0.553 -0.253 -4.322 -0.1 0.0 -0.1
H 3.949 -4.522 4.621 0.0 0.0 0.0
H 2.091 0.002 -0.840 -0.1 0.1 -0.1
H -7.664 -3.433 -5.806 0.0 0.0 -0.2
H -3.361 2.283 -4.991 0.0 0.0 -0.1
H 3.570 9.310 -7.016 -0.1 0.0 0.0
H 2.246 -1.852 14.551 -0.1 0.0 0.0
H -5.666 -4.338 -6.408 0.4 0.1 -0.2
H 2.732 -5.411 11.651 0.0 0.0 0.0
H -0.478 3.754 -8.498 0.0 0.0 0.0
H 3.539 -3.560 8.234 0.0 0.1 0.0
H 6.514 -2.723 6.337 -0.1 0.0 -0.1
H -5.317 -6.473 -2.511 -0.1 0.0 0.0
H 0.543 3.268 -7.181 0.0 0.1 0.0
H -0.162 7.419 -9.740 0.0 0.0 0.0
H 3.222 -0.384 12.051 -0.1 0.0 -0.1
H 0.126 9.144 -6.060 0.0 0.0 0.0
H 2.343 -3.253 6.985 0.0 0.0 0.0
H 1.366 6.587 -4.006 0.0 0.0 0.0
H -1.260 2.893 -5.690 -0.1 -0.1 0.0
H 2.895 -1.421 8.069 0.0 0.0 0.0
H -3.378 -2.482 2.747 -0.1 0.1 0.0
H 3.412 6.446 -6.002 -0.1 0.0 -0.1
H 0.960 -3.997 13.963 0.0 0.1 0.0
H 2.233 0.293 13.332 0.0 0.0 0.0
H -0.904 -1.488 12.480 0.0 0.0 0.0
H -5.383 -4.494 -3.410 -0.1 0.0 0.0
H 5.068 -5.143 5.846 0.0 0.0 0.0
H -4.793 2.461 -6.009 0.0 0.0 0.0
H 3.177 -4.779 7.015 0.1 0.0 0.0
H 1.273 7.991 -10.600 0.0 0.0 0.0
H 4.952 0.633 7.345 0.0 0.0 0.0
H 4.965 -1.466 8.636 -0.1 0.0 0.0
H 1.697 -1.053 6.836 0.0 0.0 0.0
H 3.887 -1.424 14.145 0.0 0.0 0.0
H -4.751 -3.144 -5.451 0.2 0.0 -0.1
H 4.019 -2.950 12.336 -0.1 0.0 -0.1
H -2.881 4.624 -8.416 0.0 0.0 0.0
H -0.111 0.609 0.548 -0.1 0.1 0.1
H 3.333 -4.186 10.532 0.0 0.0 0.0
H 3.374 -1.904 2.090 0.2 -0.3 0.1
H -1.195 -0.453 -9.803 0.0 0.0 0.0
H 4.735 8.023 -7.177 0.0 0.0 0.0
H 1.669 9.540 -5.306 0.0 0.0 -0.1
H 2.380 0.084 4.668 0.0 0.0 0.0
H 1.523 5.365 -5.270 0.0 0.0 -0.1
H 0.035 9.518 -8.358 0.0 0.0 0.0
H 3.134 1.313 5.692 0.0 0.0 0.0
H -5.994 -1.253 -5.788 0.2 0.2 -0.2
H -0.087 -0.265 10.432 0.0 0.0 0.0
H 0.185 -1.855 13.817 0.0 0.0 0.0
H 1.474 9.912 -9.300 0.0 0.0 0.0
H 3.318 -3.850 13.665 0.0 0.0 0.0
H 1.684 -4.795 10.363 0.0 0.0 0.0
H -1.632 -0.874 -8.145 0.0 0.0 0.0
H -1.396 1.683 -10.707 0.0 -0.1 0.0
H 6.590 -1.129 8.093 0.0 0.0 0.0
H 5.810 -0.127 6.016 -0.1 -0.1 -0.1
H -4.383 -4.326 2.045 -0.2 0.2 0.0
H 1.746 -1.836 2.257 0.1 0.2 0.1
H 1.545 9.940 -7.552 0.0 0.0 0.0
H 0.270 1.430 -8.888 0.0 0.0 0.0
H 1.591 0.272 10.325 0.0 -0.1 0.0
```
Positions in Å, forces in eV/Å.

**Multiplicity**: 5
**HOMO-LUMO gap (spin up / spin down)**: 7.77 / 8.48 eV